Entry 1:
Computed, not measured: a molecular structure, C24H64Mn2N2O22S6 in a non-equilibrium geometry, with ωB97M-V with the def2-TZVPD basis set.

Geometry as ORCA input:
```
! RIJCOSX wB97M-V def2-TZVPD def2/J DEFGRID3
* xyz 2 11
Mn 3.62020 -0.78344 -1.18106
Mn 1.80257 -0.55370 -4.24244
N 0.74999 0.33165 -1.19182
O 1.78583 -0.02482 -0.57287
O -0.35223 0.32313 -0.63777
O 0.89705 0.60817 -2.39760
O 2.93570 -1.58758 -2.83464
H 2.87803 -2.55788 -2.93322
C -5.24030 -3.64317 -1.34307
C -4.43844 -4.34635 -0.28052
N -3.92264 -3.46274 0.77148
C -3.02875 -2.41875 0.24470
C -1.80659 -2.94414 -0.48748
C -3.42185 -4.22609 1.93101
C -4.51841 -4.82715 2.87160
H -5.95930 -4.31903 -1.80605
H -4.59492 -3.09667 -2.03076
H -5.76765 -2.87308 -0.78007
H -5.21430 -4.98627 0.13976
H -3.64823 -4.95268 -0.72327
H -3.61614 -1.71655 -0.34690
H -2.65360 -1.86559 1.10573
H -1.89417 -3.03085 -1.57049
H -0.97173 -2.25838 -0.34306
H -1.43862 -3.88412 -0.07622
H -2.87018 -3.61099 2.64193
H -2.72902 -4.98666 1.57098
H -5.24869 -4.05100 3.10048
H -4.09754 -5.23596 3.79021
H -5.06565 -5.65364 2.41824
O -2.54728 2.31962 -5.01138
S -2.16002 3.47251 -5.84762
O -3.21753 4.46693 -6.16261
O -0.83208 4.23140 -5.23983
C 0.22249 3.43154 -4.66127
C 0.92377 4.21631 -3.60001
C -1.31915 2.80705 -7.35026
H 0.99717 3.05900 -5.33148
H -0.20498 2.58758 -4.11989
H 1.51252 3.56878 -2.95026
H 0.29568 4.72131 -2.86613
H 1.57617 5.02143 -3.93802
H -2.01040 2.85885 -8.19144
H -1.17054 1.75112 -7.12434
H -0.37525 3.34909 -7.40812
O 4.47141 -0.39270 0.62855
S 4.61593 -0.67439 2.06093
O 3.82404 -1.72872 2.69865
O 6.25375 -1.08397 2.32225
C 6.63042 -1.49622 3.69781
C 8.15503 -1.67346 3.79869
C 4.48795 0.91809 3.09214
H 6.03073 -2.35624 3.99585
H 6.42281 -0.72113 4.43553
H 8.47891 -2.48364 3.14537
H 8.36911 -1.86685 4.84982
H 8.69509 -0.77159 3.51049
H 3.58652 1.39211 2.70380
H 5.40351 1.46119 2.85784
H 4.42927 0.57010 4.12343
O 1.17615 1.38049 4.15241
S 0.06312 0.41458 4.36875
O 0.12569 -0.46267 5.51321
O -1.32960 1.26286 4.50488
C -2.54343 0.57275 4.46719
C -3.64662 1.58661 4.47010
C -0.15347 -0.45527 2.80635
H -2.66282 -0.01754 5.37570
H -2.59633 -0.06699 3.58626
H -4.57723 1.03290 4.59452
H -3.81361 2.05293 3.49915
H -3.45446 2.25726 5.30760
H -0.75126 0.15969 2.13363
H -0.71983 -1.34090 3.09443
H 0.83686 -0.63469 2.38783
O -4.25395 3.51429 1.43627
S -4.36234 3.15505 0.02783
O -5.64241 3.18283 -0.67090
O -3.30768 4.05784 -0.90059
C -3.27161 3.97781 -2.27431
C -3.29818 5.42738 -2.79755
C -3.59397 1.39368 -0.14391
H -4.09250 3.48271 -2.79305
H -2.34669 3.45979 -2.52784
H -4.31435 5.76706 -2.59725
H -3.07795 5.47713 -3.86391
H -2.55718 6.00600 -2.24598
H -2.94651 1.24668 0.72055
H -2.98936 1.32068 -1.04790
H -4.36300 0.62124 -0.13970
O 2.90915 -2.52527 -0.16991
S 1.98254 -3.50012 0.46335
O 1.03018 -3.05901 1.50833
O 1.08940 -4.28006 -0.68077
C 1.77072 -4.70489 -1.84142
C 1.47624 -6.21346 -2.11471
C 3.03421 -4.81409 1.21726
H 2.84079 -4.53318 -1.72502
H 1.56804 -4.09013 -2.71840
H 1.99773 -6.83809 -1.38946
H 1.82242 -6.56741 -3.08578
H 0.42337 -6.48691 -2.04560
H 2.35995 -5.63311 1.46762
H 3.50017 -4.34310 2.08280
H 3.87917 -5.04623 0.56899
O 4.39149 5.23295 1.61233
S 3.76692 4.23103 0.77114
O 4.25175 2.86377 0.72231
O 2.10903 4.33255 0.94907
C 1.27986 3.23666 0.51885
C -0.11097 3.28027 1.12397
C 3.96778 4.90703 -0.93154
H 1.68923 2.26911 0.80930
H 1.24481 3.23994 -0.57058
H -0.53971 4.27212 0.98071
H -0.10525 2.96208 2.16648
H -0.83983 2.56257 0.74748
H 3.66967 5.95331 -0.86431
H 3.31140 4.39804 -1.63737
H 4.97857 4.74011 -1.30376
*
```

Values from the calculation:
Gap between HOMO and LUMO (spin up / spin down) in eV: 7.85 / 2.32
Largest force on an atom in eV Å⁻¹: 4.7

Results of the Löwdin charge analysis, in e, for atoms 1 through 99: number 1, Mn, carries 1.05; number 2, Mn, carries 0.70; number 3, N, carries -0.51; number 4, O, carries -0.12; number 5, O, carries 0.04; number 6, O, carries -0.06; number 7, O, carries -0.43; number 8, H, carries -0.01; number 9, C, carries -0.05; number 10, C, carries -0.20; number 11, N, carries 0.05; number 12, C, carries -0.16; number 13, C, carries -0.04; number 14, C, carries -0.16; number 15, C, carries -0.04; number 16, H, carries 0.10; number 17, H, carries 0.08; number 18, H, carries 0.09; number 19, H, carries 0.13; number 20, H, carries 0.15; number 21, H, carries 0.12; number 22, H, carries 0.12; number 23, H, carries 0.10; number 24, H, carries 0.07; number 25, H, carries 0.07; number 26, H, carries 0.13; number 27, H, carries 0.14; number 28, H, carries 0.09; number 29, H, carries 0.09; number 30, H, carries 0.07; number 31, O, carries -0.33; number 32, S, carries 0.70; number 33, O, carries -0.28; number 34, O, carries -0.27; number 35, C, carries -0.28; number 36, C, carries -0.08; number 37, C, carries -0.08; number 38, H, carries 0.12; number 39, H, carries 0.09; number 40, H, carries 0.05; number 41, H, carries 0.09; number 42, H, carries 0.09; number 43, H, carries 0.08; number 44, H, carries 0.06; number 45, H, carries 0.06; number 46, O, carries -0.38; number 47, S, carries 0.77; number 48, O, carries -0.29; number 49, O, carries -0.27; number 50, C, carries -0.24; number 51, C, carries -0.05; number 52, C, carries -0.03; number 53, H, carries 0.11; number 54, H, carries 0.11; number 55, H, carries 0.08; number 56, H, carries 0.09; number 57, H, carries 0.09; number 58, H, carries 0.05; number 59, H, carries 0.08; number 60, H, carries 0.08; number 61, O, carries -0.31; number 62, S, carries 0.67; number 63, O, carries -0.27; number 64, O, carries -0.25; number 65, C, carries -0.32; number 66, C, carries -0.04; number 67, C, carries -0.12; number 68, H, carries 0.13; number 69, H, carries 0.09; number 70, H, carries 0.09; number 71, H, carries 0.06; number 72, H, carries 0.10; number 73, H, carries 0.05; number 74, H, carries 0.06; number 75, H, carries 0.05; number 76, O, carries -0.29; number 77, S, carries 0.71; number 78, O, carries -0.29; number 79, O, carries -0.27; number 80, C, carries -0.33; number 81, C, carries -0.03; number 82, C, carries -0.09; number 83, H, carries 0.12; number 84, H, carries 0.10; number 85, H, carries 0.09; number 86, H, carries 0.05; number 87, H, carries 0.08; number 88, H, carries 0.03; number 89, H, carries 0.05; number 90, H, carries 0.04; number 91, O, carries -0.39; number 92, S, carries 0.75; number 93, O, carries -0.28; number 94, O, carries -0.25; number 95, C, carries -0.28; number 96, C, carries -0.03; number 97, C, carries -0.05; number 98, H, carries 0.11; number 99, H, carries 0.11


Entry 2:
Computed, not measured: 18 unconnected molecules or ions with the total composition C24H65FN18O38Si in a non-equilibrium geometry, with ωB97M-V with the def2-TZVPD basis set.

Geometry as ORCA input:
```
! RIJCOSX wB97M-V def2-TZVPD def2/J DEFGRID3
* xyz 0 1
C -1.11565 0.54389 -5.55631
N -0.75148 -0.94378 -5.53581
C 0.39545 -1.19964 -4.53748
Si 0.82158 -3.11666 -4.57076
F 0.57276 -3.78516 -6.22374
C -0.28483 -4.05818 -3.24847
C -1.82949 -4.28568 -3.74821
C -2.85422 -3.23881 -2.99415
O -3.31760 -3.58779 -1.79104
O -3.19568 -1.95072 -3.63154
C 2.66451 -3.42423 -3.96528
C 3.42247 -2.01474 -3.55433
O 4.32663 -1.55701 -4.46483
O 3.16388 -1.25412 -2.29980
H -2.10301 0.75237 -6.15246
H -0.23865 1.11856 -6.07887
H -1.27581 0.94943 -4.46534
H -0.38941 -1.12882 -6.51657
H 1.29094 -0.52947 -4.88941
H 0.00433 -0.86862 -3.46210
H -0.26043 -3.42461 -2.26409
H 0.21049 -5.10758 -3.07288
H -1.98141 -4.24622 -4.90812
H -2.14564 -5.37505 -3.38251
H -2.39839 -1.33662 -3.46284
H 3.21532 -3.98999 -4.83392
H 2.68818 -4.15300 -3.02009
H 3.25616 -1.93364 -1.54712
C 5.31414 0.52686 0.01190
N 4.15600 0.40398 0.93785
O 3.76675 1.43566 1.49741
O 3.67050 -0.72469 1.07687
H 5.63727 1.56974 -0.01310
H 6.11083 -0.11468 0.39384
H 4.98179 0.20226 -0.97623
C -5.34661 2.82611 -5.83597
N -4.36658 2.66124 -6.94327
O -4.78259 2.82411 -8.09626
O -3.20742 2.37285 -6.62370
H -6.32073 3.07737 -6.26093
H -5.39465 1.87902 -5.29478
H -4.98610 3.63266 -5.19431
C -2.77723 6.50082 -3.32352
N -3.86968 5.50384 -3.48577
O -3.55550 4.38256 -3.90171
O -5.01173 5.87510 -3.19113
H -1.83190 6.04000 -3.61788
H -3.00887 7.35122 -3.96799
H -2.75239 6.79414 -2.27206
C -6.05328 -4.75300 -0.32552
N -7.21141 -4.87588 0.60042
O -7.60067 -3.84420 1.15999
O -7.69691 -6.00455 0.73945
H -5.73014 -3.71012 -0.35053
H -5.25658 -5.39454 0.05642
H -6.38562 -5.07759 -1.31365
C 0.96957 2.01668 3.18787
N -0.35813 2.68048 3.28956
O -0.92628 2.97489 2.23149
O -0.79238 2.88733 4.42867
H 1.22545 1.89841 2.13280
H 1.69709 2.65617 3.69180
H 0.88973 1.04365 3.67679
C -2.40248 1.51838 -0.53300
N -1.42245 1.35352 -1.64030
O -1.83846 1.51639 -2.79329
O -0.26330 1.06513 -1.32073
H -3.37660 1.76965 -0.95796
H -2.45052 0.57129 0.00819
H -2.04197 2.32494 0.10866
C 9.10873 0.88948 2.21434
N 8.33999 1.38761 1.04187
O 8.66851 0.96321 -0.07211
O 7.42861 2.19067 1.27296
H 9.87486 0.19412 1.86482
H 9.56540 1.75404 2.70031
H 8.40491 0.38533 2.87968
C 8.12449 -0.13953 6.65982
N 9.21090 0.08290 5.66786
O 10.18389 0.75209 6.03456
O 9.05616 -0.42045 4.54910
H 8.39271 0.35709 7.59473
H 7.20823 0.28637 6.24598
H 8.02994 -1.21706 6.80880
C 6.98489 5.10548 -0.04182
N 7.49063 6.43017 0.40893
O 8.62877 6.75362 0.04975
O 6.73083 7.10779 1.11070
H 7.75378 4.62138 -0.64770
H 6.76817 4.51459 0.85040
H 6.08269 5.28052 -0.63141
C -8.22117 -8.19574 2.98323
N -8.85982 -8.21639 4.32689
O -8.30329 -7.57820 5.22799
O -9.90169 -8.87279 4.43909
H -7.31810 -7.58350 3.03075
H -7.97498 -9.22631 2.71958
H -8.94106 -7.76746 2.28284
C -0.16864 3.73438 8.06651
N 1.28558 4.04176 7.99931
O 1.61610 5.09679 7.44555
O 2.05417 3.21516 8.50424
H -0.72320 4.54324 7.58604
H -0.33056 2.79082 7.54148
H -0.44000 3.65404 9.12109
C 9.93948 6.80171 2.82108
N 9.30082 6.78106 4.16475
O 9.85735 7.41925 5.06584
O 8.25896 6.12466 4.27694
H 10.84255 7.41395 2.86861
H 10.18566 5.77114 2.55744
H 9.21958 7.22999 2.12069
C -8.16897 3.72601 -2.05756
N -7.18894 3.56115 -3.16486
O -7.60495 3.72402 -4.31785
O -6.02979 3.27276 -2.84529
H -9.14309 3.97728 -2.48252
H -8.21701 2.77892 -1.51637
H -7.80846 4.53257 -1.41590
C 4.83414 -3.14914 4.92251
N 5.62758 -2.05491 5.54448
O 5.00483 -1.07337 5.96611
O 6.85312 -2.21218 5.59174
H 3.77668 -2.87761 4.94883
H 5.17806 -3.26091 3.89226
H 5.01380 -4.05686 5.50216
C -13.02285 4.06597 -3.79367
N -11.56863 4.37334 -3.86087
O -11.23810 5.42837 -4.41463
O -10.80004 3.54675 -3.35594
H -13.57741 4.87483 -4.27414
H -13.18476 3.12241 -4.31870
H -13.29420 3.98563 -2.73909
C -6.83884 -8.72305 8.06117
N -5.38462 -8.41567 7.99397
O -5.05409 -7.36064 7.44020
O -4.61603 -9.24226 8.49889
H -7.39339 -7.91419 7.58070
H -7.00075 -9.66660 7.53614
H -7.11019 -8.80339 9.11575
C 6.63114 -5.00250 -7.12402
N 5.59864 -5.03196 -6.05312
O 4.41547 -5.08268 -6.40884
O 6.00509 -5.00319 -4.88568
H 6.13331 -5.03273 -8.09556
H 7.19796 -4.07630 -7.00978
H 7.26951 -5.87818 -6.99034
*
```

Values from the calculation:
Gap between HOMO and LUMO in eV: 8.06
Largest force on an atom in eV Å⁻¹: 9.1

Results of the Löwdin charge analysis, in e, for atoms 1 through 99: number 1, C, carries -0.14; number 2, N, carries -0.21; number 3, C, carries -0.27; number 4, Si, carries 0.71; number 5, F, carries -0.25; number 6, C, carries -0.25; number 7, C, carries -0.15; number 8, C, carries -0.28; number 9, O, carries -0.04; number 10, O, carries -0.02; number 11, C, carries -0.15; number 12, C, carries -0.31; number 13, O, carries -0.05; number 14, O, carries -0.03; number 15, H, carries 0.07; number 16, H, carries 0.10; number 17, H, carries 0.06; number 18, H, carries 0.10; number 19, H, carries 0.10; number 20, H, carries 0.10; number 21, H, carries 0.10; number 22, H, carries 0.09; number 23, H, carries 0.12; number 24, H, carries 0.13; number 25, H, carries 0.11; number 26, H, carries 0.07; number 27, H, carries 0.11; number 28, H, carries 0.12; number 29, C, carries 0.04; number 30, N, carries -0.40; number 31, O, carries 0.06; number 32, O, carries 0.03; number 33, H, carries 0.08; number 34, H, carries 0.10; number 35, H, carries 0.10; number 36, C, carries 0.02; number 37, N, carries -0.40; number 38, O, carries 0.05; number 39, O, carries 0.01; number 40, H, carries 0.09; number 41, H, carries 0.11; number 42, H, carries 0.05; number 43, C, carries 0.05; number 44, N, carries -0.40; number 45, O, carries 0.04; number 46, O, carries 0.05; number 47, H, carries 0.10; number 48, H, carries 0.10; number 49, H, carries 0.10; number 50, C, carries 0.03; number 51, N, carries -0.42; number 52, O, carries 0.06; number 53, O, carries 0.03; number 54, H, carries 0.09; number 55, H, carries 0.10; number 56, H, carries 0.10; number 57, C, carries 0.04; number 58, N, carries -0.42; number 59, O, carries 0.04; number 60, O, carries 0.04; number 61, H, carries 0.08; number 62, H, carries 0.11; number 63, H, carries 0.11; number 64, C, carries 0.05; number 65, N, carries -0.40; number 66, O, carries 0.03; number 67, O, carries 0.05; number 68, H, carries 0.10; number 69, H, carries 0.11; number 70, H, carries 0.08; number 71, C, carries 0.04; number 72, N, carries -0.41; number 73, O, carries 0.06; number 74, O, carries 0.01; number 75, H, carries 0.11; number 76, H, carries 0.11; number 77, H, carries 0.08; number 78, C, carries 0.03; number 79, N, carries -0.38; number 80, O, carries 0.07; number 81, O, carries 0.00; number 82, H, carries 0.10; number 83, H, carries 0.09; number 84, H, carries 0.08; number 85, C, carries 0.04; number 86, N, carries -0.42; number 87, O, carries 0.03; number 88, O, carries 0.06; number 89, H, carries 0.10; number 90, H, carries 0.09; number 91, H, carries 0.11; number 92, C, carries 0.03; number 93, N, carries -0.42; number 94, O, carries 0.04; number 95, O, carries 0.05; number 96, H, carries 0.09; number 97, H, carries 0.10; number 98, H, carries 0.09; number 99, C, carries 0.03


> The highest largest force on an atom belongs to which entry?

C24H65FN18O38Si


> Among the records above, which one has the highest largest force on an atom?

C24H65FN18O38Si


> Which of these has the highest largest force on an atom?

C24H65FN18O38Si


> Number 1 is which compound?

C24H64Mn2N2O22S6